Molecular formula: C5H10O
Method: DFT, ωB97M-V/def2-TZVPD

Values from the calculation:
ΔE to the lowest compared entry with this formula, charge and spin (kJ/mol): 487.1
Kohn-Sham gap (spin up / spin down) (eV): 8.157 / 8.156

Structure (ORCA input):
```
! RIJCOSX wB97M-V def2-TZVPD def2/J DEFGRID3
* xyz 0 1
O 1.432 0.567 0.626
C 0.473 0.883 -0.169
C 2.158 -0.563 0.207
C -1.592 0.065 -0.282
C -0.576 -1.081 -0.034
C -0.876 1.299 0.303
H 2.927 -0.768 0.951
H -0.835 -1.973 -0.618
H 2.566 -0.428 -0.803
H -1.732 0.219 -1.359
H -1.231 2.264 -0.073
H -0.900 1.296 1.397
H -0.626 -1.351 1.031
H -2.588 -0.120 0.145
H 0.735 -1.141 -0.079
H 0.664 0.832 -1.244
*
```